Formula: C8H12S2
Source: the Open Molecules 2025 dataset
Level of theory: ωB97M-V/def2-TZVPD

Calculated values
- SMILES string: C=C[C@]1(S)C[C@](S)(C=C)C1
- DFT total energy: -30157.79605 eV
- E_LUMO: 0.66 eV
- HOMO energy: -9.0 eV
- HOMO-LUMO gap: 9.67 eV
- Energy relative to the best compared isomer or geometry (same formula, charge and spin): 64.0 kcal/mol

```
22
Properties=species:S:1:pos:R:3:lowdin_charge:R:1
C -2.290 -0.459 0.062 0.0490
C -1.903 0.810 -0.043 -0.1931
C -0.499 1.291 -0.226 -0.7719
S -0.435 3.083 -0.443 0.7659
C 0.325 0.787 1.023 -0.1397
C 1.141 -0.136 0.079 -0.7754
S 2.903 0.392 -0.008 0.8191
C 1.227 -1.567 0.336 -0.2428
C 0.881 -2.607 -0.402 0.0274
C 0.408 0.417 -1.158 -0.1379
H -3.208 -0.777 0.391 0.0328
H -1.426 -1.181 -0.014 0.0712
H -2.600 1.600 0.023 0.0553
H -1.842 3.236 -0.792 -0.0626
H 0.810 1.569 1.544 0.0765
H -0.406 0.259 1.716 0.1368
H 3.023 0.385 1.294 -0.1413
H 1.676 -1.719 1.391 0.1372
H 1.051 -3.589 -0.175 0.0305
H 0.252 -2.416 -1.248 0.0519
H -0.103 -0.489 -1.563 0.1060
H 1.015 1.111 -1.787 0.1049
```